Here is a molecular structure, C3H2FeO3 in a non-equilibrium geometry from OMol25. Energies are from ωB97M-V/def2-TZVPD.

XYZ file:
```
9
Properties=species:S:1:pos:R:3:forces:R:3:mulliken_charge:R:1
C -0.25604 -0.67744 0.42638 1.0820 1.1933 -1.2491 0.114
C 0.12281 0.55617 -0.02904 -1.2237 -0.9227 1.6778 -0.416
O 0.63195 0.54741 -1.41840 -0.0499 0.4391 -0.4606 -0.126
C 1.83144 0.67086 -1.41705 2.3227 -0.7350 -1.4598 0.819
O 2.95203 0.66360 -1.63790 -1.6144 0.4134 0.8380 -0.101
O -0.85731 -0.83749 1.53642 0.2153 0.7218 -0.2559 -0.568
H 0.03065 -1.55348 -0.17864 -0.2336 0.1795 0.1042 0.300
H -0.13010 1.55014 0.32744 0.1167 -0.2756 -0.2560 0.378
Fe -1.51656 -2.08685 2.68182 -0.6152 -1.0136 1.0615 0.601
```
Forces are in eV/Å.

Values from the calculation:
Electronic energy   -1604.5069 Ha
HOMO-LUMO gap (alpha / beta)   0.2318 / 0.3384 Eh
ΔE to the lowest compared entry with this formula, charge and spin   56.6 kcal per mole
Charge   +1
Highest occupied orbital energy (alpha / beta)   -11.18 / -14.12 eV
Multiplicity   6